This record from the OMol25 dataset describes an isolated molecule of C6H10 in a non-equilibrium geometry. The level of theory is ωB97M-V/def2-TZVPD.

Values from the calculation:
E_HOMO   -9.4 eV
Energy above the lowest of the compared OMol25 structures with the same formula, charge and spin   34.4 kcal per mole
SMILES   C1C[C@@H]2C[C@@H]2C1

Each line ends with the Mulliken charge.
Cartesian coordinates (Å):
C1 -1.4830 0.5115 0.4542  -0.73
C2 -0.5266 0.8960 -0.6383  -0.19
C3 0.9148 1.0659 -0.1779  -0.71
C4 1.3096 -0.2883 0.5337  -0.67
C5 0.1777 -1.3860 0.1556  -0.76
C6 -0.9043 -0.5466 -0.4488  -0.05
H1 -1.1718 0.5906 1.4975  0.22
H2 -2.5336 0.7205 0.2816  0.27
H3 -0.8809 1.4992 -1.4696  0.39
H4 1.5505 1.3012 -1.0465  0.35
H5 1.0382 1.9307 0.4975  0.27
H6 1.4474 -0.1130 1.6015  0.30
H7 2.3075 -0.5683 0.1535  0.32
H8 -0.5665 -2.1095 0.6921  0.28
H9 0.6394 -2.1368 -0.4897  0.28
H10 -1.6148 -1.1914 -0.9513  0.42

Cartesian forces, eV/Å:
C -0.209 0.005 0.098
C -0.005 -0.068 -0.178
C -0.107 -0.249 0.026
C -0.277 -0.289 0.254
C -0.274 -0.304 0.030
C -0.289 -0.203 -0.160
H 0.042 -0.063 -0.258
H 0.108 0.080 0.082
H 0.038 -0.114 0.119
H -0.096 -0.404 0.237
H -0.166 -0.387 -0.094
H -0.211 -0.123 -0.010
H -0.571 -0.340 0.189
H 2.265 1.261 1.139
H -0.026 0.493 -0.704
H -0.219 0.704 -0.770


This record from the OMol25 dataset describes a structure of composition C5H11N3 in a non-equilibrium geometry. The level of theory is ωB97M-V/def2-TZVPD.

Values from the calculation:
E_HOMO   -8.8 eV
Energy above the lowest of the compared OMol25 structures with the same formula, charge and spin   206.6 kcal per mole

Each line ends with the Mulliken charge.
Cartesian coordinates (Å):
C1 -1.5169 1.4466 0.0896  -1.08
C2 -0.3566 0.9523 -0.5294  0.25
C3 0.6130 0.3313 0.2416  -0.26
C4 2.1556 0.3805 0.2030  -0.39
C5 -1.0559 -1.4781 0.1044  0.03
H1 -2.5201 0.7678 -0.4194  0.07
H2 -1.8198 2.6035 0.0595  0.32
H3 -1.5495 0.8433 1.0655  0.31
H4 -0.1792 1.3691 -1.4767  0.40
H5 0.3655 0.5470 1.2422  0.21
H6 2.3604 0.8128 1.4041  0.26
H7 2.4995 1.1897 -0.6897  0.22
H8 2.3011 -1.4485 -1.4882  0.30
H9 2.0808 -2.1694 0.5203  0.26
H10 -0.6729 -1.9106 1.0972  0.31
H11 -2.8415 -1.0970 -0.6735  0.30
N1 2.5740 -1.0591 -0.2347  -0.70
N2 -0.1967 -0.5096 -0.5222  -0.30
N3 -2.2410 -1.5717 0.0065  -0.53

Cartesian forces, eV/Å:
C -6.772 -0.666 1.407
C -1.105 0.283 -3.576
C 4.057 0.307 2.232
C -1.138 0.023 -1.264
C 4.937 2.876 2.826
H 2.613 2.651 1.063
H 1.013 -2.800 0.379
H -0.395 1.985 -0.553
H 0.799 0.455 -1.294
H -0.688 -0.733 1.601
H 0.614 -1.770 -3.820
H -0.446 -2.376 2.668
H 0.477 2.176 5.346
H 1.391 4.747 -2.813
H 0.525 0.094 -1.725
H 0.990 -0.106 -0.053
N -0.330 -3.706 -0.839
N -0.052 -1.821 -0.490
N -6.490 -1.617 -1.094


This record from the OMol25 dataset describes a structure of composition CdCl3HfO12 in a non-equilibrium geometry. The level of theory is ωB97M-V/def2-TZVPD.

Values from the calculation:
E_HOMO   -20.3 eV
Net charge   +3

Each line ends with the Mulliken charge.
Cartesian coordinates (Å):
Cd1 -2.1573 0.8996 -2.8612  1.59
Hf1 1.0457 0.6136 1.9898  2.14
Cl1 -1.3623 -0.5924 0.0558  1.64
O1 -0.2213 -0.4514 -0.8372  -0.52
O2 -1.8313 -2.0124 0.1058  -0.38
O3 -0.8223 -0.1114 1.3818  -0.41
O4 -2.5403 0.2886 -0.5272  -0.57
Cl2 -0.2853 2.9036 -0.5392  1.66
O5 0.9677 3.1176 -1.2432  -0.52
O6 -0.0803 2.1176 0.6968  -0.56
O7 -0.6993 4.2486 -0.1242  -0.46
O8 -1.3473 2.3516 -1.4552  -0.46
Cl3 1.8657 -2.6634 0.7318  1.57
O9 3.3537 -2.8464 0.7218  -0.41
O10 1.5037 -1.2564 1.1318  -0.50
O11 1.4167 -2.9104 -0.7672  -0.43
O12 1.1937 -3.6964 1.5388  -0.39

Cartesian forces, eV/Å:
Cd 0.168 0.012 1.132
Hf -3.292 -3.606 -5.138
Cl -3.186 -4.853 -5.771
O -0.968 0.627 0.694
O 1.516 4.876 1.007
O 0.590 0.939 3.012
O 2.683 -1.784 1.990
Cl 1.448 9.328 -4.455
O -1.678 -2.662 1.054
O 1.739 -3.093 2.950
O -0.440 -3.867 -0.004
O 1.226 -0.040 1.299
Cl 3.773 -12.263 -7.197
O -4.058 2.002 1.156
O -1.104 8.131 3.695
O 0.670 2.426 5.066
O 0.912 3.829 -0.490


This record from the OMol25 dataset describes a cluster of 2 separate species, C6H13ClNO in total in a non-equilibrium geometry. The level of theory is ωB97M-V/def2-TZVPD.

Values from the calculation:
E_HOMO   -13.3 eV
Net charge   +1
Energy above the lowest of the compared OMol25 structures with the same formula, charge and spin   42.4 kcal per mole

Each line ends with the Mulliken charge.
Cartesian coordinates (Å):
C1 -2.4462 -0.7130 0.0989  0.10
C2 0.3770 0.6922 1.7078  -1.34
C3 0.6268 -1.6592 0.6216  -1.90
C4 0.6947 1.8724 -0.7962  -0.88
C5 0.9858 -0.3491 -1.7814  -0.97
C6 0.5780 -0.1701 0.6033  1.48
N1 0.7811 0.4286 -0.6077  0.08
O1 -3.6876 -0.9147 0.4885  -0.35
Cl1 -2.5899 0.0887 -1.4205  -0.13
H1 -0.6533 0.8756 2.1187  0.28
H2 0.8345 1.6584 1.5903  0.38
H3 0.6499 0.1633 2.6648  0.42
H4 0.4576 -1.9350 1.6585  0.38
H5 1.7370 -1.9695 0.6693  0.55
H6 0.2488 -2.2785 -0.1161  0.49
H7 1.4745 2.1303 -1.4966  0.37
H8 -0.2712 2.3023 -1.3444  0.27
H9 0.7704 2.4483 0.0602  0.36
H10 1.6021 -1.1818 -1.3322  0.42
H11 -0.0183 -0.5840 -2.2325  0.25
H12 1.4817 0.2779 -2.5703  0.35
H13 -3.6333 -1.1831 1.4160  0.38

Cartesian forces, eV/Å:
C -1.208 0.090 0.392
C -0.975 -0.115 4.195
C 3.569 0.864 3.373
C -1.794 0.487 -3.115
C 0.294 -0.582 -0.870
C -0.082 0.432 -5.724
N -1.492 0.416 3.637
O 1.138 0.351 0.012
Cl 0.151 0.043 -0.499
H 0.225 -0.172 -1.474
H 0.307 -0.009 0.432
H 0.786 0.534 -0.893
H -1.068 -0.467 -0.104
H -0.957 0.762 -0.492
H -1.431 -0.629 -1.290
H 0.436 0.205 0.031
H 1.552 -1.640 1.171
H 0.345 0.800 1.532
H -0.649 0.394 -1.968
H 1.031 -0.486 0.576
H 0.032 -0.840 0.972
H -0.209 -0.437 0.107


This record from the OMol25 dataset describes a cluster of 10 separate species, C48H108N4O6 in total in a non-equilibrium geometry. The level of theory is ωB97M-V/def2-TZVPD.

Values from the calculation:
E_HOMO   -8.0 eV
Energy above the lowest of the compared OMol25 structures with the same formula, charge and spin   56.5 kcal per mole
SMILES   CCN(CC)CC.CCN(CC)CC.CCN(CC)CC.CCN(CC)CC.C1CCOC1.C1CCOC1.C1CCOC1.C1CCOC1.C1CCOC1.C1CCOC1

Each line ends with the Mulliken charge.
Cartesian coordinates (Å):
C1 1.0378 -5.9743 7.2195  -0.51
C2 1.0256 -4.4812 7.4476  -0.40
C3 -0.1871 -4.0548 6.6700  -0.47
O1 -0.2870 -4.9698 5.5721  -0.39
C4 0.2416 -6.2421 5.9511  -0.36
H1 0.5731 -6.4686 8.0727  0.26
H2 2.0723 -6.3144 7.1715  0.31
H3 1.8893 -4.0170 6.9717  0.22
H4 0.9330 -4.1343 8.4768  0.31
H5 -0.0269 -3.0288 6.3386  0.27
H6 -1.1358 -4.0446 7.2066  0.28
H7 0.8526 -6.5806 5.1143  0.23
H8 -0.5783 -6.9522 6.0596  0.25
C5 -4.1114 -0.6746 -8.1519  -0.44
C6 -3.3619 0.6273 -8.1011  -0.44
C7 -4.3687 1.7342 -7.9192  -0.37
O2 -5.6209 1.0397 -8.0153  -0.43
C8 -5.4395 -0.2469 -8.6634  -0.43
H9 -4.2209 -1.1812 -7.1930  0.24
H10 -3.6596 -1.4278 -8.7974  0.30
H11 -2.8042 0.7113 -9.0339  0.29
H12 -2.6894 0.5905 -7.2441  0.24
H13 -4.2695 2.5677 -8.6147  0.27
H14 -4.3527 2.0987 -6.8921  0.24
H15 -5.4968 -0.1288 -9.7455  0.25
H16 -6.2851 -0.8602 -8.3521  0.29
C9 0.3552 -6.6105 -7.7503  -0.55
C10 0.1638 -6.2922 -6.2616  -0.41
C11 0.5376 -7.6134 -5.6038  -0.37
O3 1.5906 -8.1310 -6.3890  -0.42
C12 1.5618 -7.5999 -7.7261  -0.41
H17 0.5377 -5.7252 -8.3595  0.32
H18 -0.5539 -7.0773 -8.1293  0.28
H19 -0.8575 -6.0061 -6.0100  0.32
H20 0.9179 -5.5586 -5.9767  0.23
H21 -0.2585 -8.3573 -5.5741  0.26
H22 0.8948 -7.4999 -4.5803  0.24
H23 1.5816 -8.3843 -8.4827  0.27
H24 2.4946 -7.0474 -7.8388  0.24
C13 -1.9086 -7.2048 -0.5382  -0.38
C14 -2.2230 -8.6619 -0.4790  -0.51
C15 -2.6308 -8.8524 0.9737  -0.44
O4 -3.2485 -7.6304 1.3474  -0.42
C16 -2.5668 -6.5565 0.6450  -0.35
H25 -2.2217 -6.8596 -1.5235  0.29
H26 -0.8468 -7.0696 -0.3319  0.23
H27 -1.3989 -9.3079 -0.7818  0.31
H28 -3.0118 -8.8561 -1.2058  0.25
H29 -1.7702 -9.1394 1.5779  0.24
H30 -3.3155 -9.6763 1.1749  0.33
H31 -1.8616 -6.0420 1.2979  0.20
H32 -3.2475 -5.7644 0.3330  0.26
C17 5.0237 2.4342 4.6297  -0.39
C18 3.6265 3.0444 4.7423  -0.43
C19 2.9450 2.3856 5.9023  -0.43
O5 3.6890 1.1438 5.9929  -0.40
C20 5.0282 1.4076 5.7212  -0.45
H33 5.7791 3.2009 4.8019  0.28
H34 5.2182 1.9519 3.6718  0.22
H35 3.0119 2.8594 3.8613  0.15
H36 3.7212 4.1298 4.7742  0.33
H37 1.8816 2.2202 5.7287  0.30
H38 3.0612 2.9315 6.8385  0.26
H39 5.5599 0.4870 5.4806  0.30
H40 5.4958 1.7672 6.6378  0.27
C21 -4.5967 1.0144 6.1256  -0.49
C22 -5.6278 0.1456 6.7924  -0.53
C23 -6.8313 0.3076 5.8445  -0.40
O6 -6.5811 1.4591 5.0585  -0.40
C24 -5.4981 2.1881 5.6654  -0.42
H41 -4.0478 0.5824 5.2888  0.25
H42 -3.8696 1.4341 6.8207  0.32
H43 -5.7724 0.4445 7.8306  0.26
H44 -5.2534 -0.8602 6.9829  0.32
H45 -7.7534 0.4275 6.4134  0.26
H46 -7.0155 -0.5329 5.1754  0.27
H47 -5.8599 2.8386 6.4616  0.24
H48 -5.0191 2.8512 4.9450  0.31
C25 1.2867 -1.2208 1.8447  -1.52
C26 0.0629 -0.4707 1.4876  -0.34
N1 0.0458 0.0900 0.1888  0.10
C27 -1.1325 0.9710 -0.0120  -0.37
C28 -0.9618 2.3854 0.5655  -1.40
C29 0.1164 -0.9818 -0.8376  -0.51
C30 0.3815 -0.4879 -2.2735  -1.32
H49 1.4400 -1.2391 2.9237  0.41
H50 2.1790 -0.8517 1.3391  0.36
H51 1.2045 -2.2912 1.6561  0.35
H52 -0.8567 -1.0451 1.5998  0.40
H53 -0.0303 0.3164 2.2358  0.34
H54 -1.3433 1.0815 -1.0757  0.31
H55 -2.1007 0.5693 0.2870  0.34
H56 -1.0756 2.3826 1.6495  0.32
H57 0.0783 2.6975 0.4712  0.32
H58 -1.6549 3.1414 0.1964  0.42
H59 -0.7871 -1.5915 -0.8417  0.28
H60 0.9326 -1.6366 -0.5324  0.40
H61 -0.4406 0.0236 -2.7741  0.42
H62 0.3940 -1.3655 -2.9199  0.41
H63 1.3593 -0.0068 -2.2983  0.27
C31 0.1568 5.0254 -5.3185  -1.30
C32 1.1554 4.8546 -4.1608  -0.41
N2 2.5511 5.1062 -4.4971  -0.04
C33 3.1042 3.9750 -5.2492  -0.29
C34 4.6061 4.1726 -5.6742  -1.36
C35 3.3606 5.4705 -3.3070  -0.71
C36 3.6212 4.3080 -2.3338  -0.90
H64 0.4611 4.2963 -6.0694  0.30
H65 0.2157 6.0333 -5.7292  0.30
H66 -0.8686 4.8457 -4.9954  0.40
H67 0.8316 5.5489 -3.3854  0.42
H68 1.0463 3.8794 -3.6861  0.28
H69 2.9971 3.0929 -4.6180  0.32
H70 2.5379 3.7859 -6.1611  0.32
H71 4.9945 3.4390 -6.3806  0.42
H72 4.7354 5.0908 -6.2471  0.33
H73 5.2573 4.1442 -4.8005  0.27
H74 2.8051 6.2123 -2.7333  0.42
H75 4.2871 5.9539 -3.6170  0.37
H76 4.2734 3.5349 -2.7402  0.21
H77 2.6944 3.8418 -1.9994  0.24
H78 4.1576 4.7015 -1.4703  0.40
C37 -2.0670 6.9949 5.6097  -1.27
C38 -3.0555 8.1311 5.5685  -0.42
N3 -4.2038 7.7986 4.6949  0.15
C39 -5.3203 8.7815 4.9649  -0.42
C40 -6.1587 8.2997 6.1687  -1.24
C41 -3.8809 7.8736 3.2532  -0.60
C42 -4.9049 7.4059 2.1928  -1.17
H79 -2.4604 6.1220 6.1307  0.29
H80 -1.1408 7.2585 6.1203  0.39
H81 -1.7097 6.5590 4.6767  0.31
H82 -3.3460 8.3196 6.6020  0.35
H83 -2.5156 9.0249 5.2560  0.35
H84 -4.8926 9.7338 5.2783  0.28
H85 -5.9527 9.0228 4.1105  0.39
H86 -6.8152 9.0649 6.5829  0.39
H87 -6.6318 7.3632 5.8735  0.29
H88 -5.5549 8.0192 7.0317  0.28
H89 -2.9617 7.3192 3.0637  0.35
H90 -3.5292 8.8809 3.0302  0.37
H91 -5.7531 8.0887 2.2409  0.31
H92 -5.2797 6.3989 2.3760  0.27
H93 -4.4815 7.5885 1.2051  0.39
C43 4.8334 -5.1698 -1.6536  -1.44
C44 4.8931 -4.1106 -2.7049  -0.32
N4 6.0057 -3.2099 -2.4871  0.05
C45 6.4269 -2.5578 -3.7366  -0.63
C46 5.3756 -1.5227 -4.2334  -1.01
C47 5.9162 -2.3540 -1.3205  -0.34
C48 7.0831 -1.4060 -0.9459  -1.38
H94 4.0784 -5.9237 -1.8765  0.42
H95 4.4651 -4.7508 -0.7171  0.32
H96 5.8137 -5.6379 -1.5647  0.32
H97 5.0325 -4.6644 -3.6333  0.42
H98 3.9259 -3.6141 -2.7829  0.24
H99 7.3790 -2.0744 -3.5179  0.36
H100 6.4961 -3.3060 -4.5264  0.38
H101 5.1168 -0.7829 -3.4759  0.23
H102 5.7676 -1.0389 -5.1280  0.42
H103 4.4580 -2.0226 -4.5437  0.28
H104 5.6633 -2.8493 -0.3831  0.37
H105 5.0279 -1.7418 -1.4762  0.32
H106 6.9715 -0.4907 -1.5273  0.26
H107 8.0467 -1.8819 -1.1277  0.33
H108 7.0010 -1.0491 0.0808  0.40

Cartesian forces, eV/Å:
C 0.545 -0.910 1.101
C -0.343 0.416 -0.264
C -0.352 0.245 -0.643
O -0.098 0.699 -0.162
C 0.048 0.764 -0.409
H 0.010 -0.155 0.005
H -0.106 -0.292 -0.105
H 0.114 0.027 0.199
H 0.314 -0.302 0.082
H -0.227 -0.069 -0.603
H -0.009 -0.255 0.439
H 0.125 -0.072 0.044
H -0.018 -0.084 0.297
C -0.172 -1.333 -0.180
C 1.733 -0.192 0.170
C -0.897 -1.042 0.659
O -0.785 0.079 -0.663
C -1.042 1.227 0.550
H -0.026 0.341 0.236
H 0.238 0.144 -0.150
H 0.232 0.295 0.141
H 0.418 0.212 -0.302
H -0.136 -0.082 -0.173
H 0.148 0.365 -0.094
H 0.219 0.020 -0.213
H 0.076 -0.031 0.022
C 0.106 -0.556 -0.012
C 0.139 -0.527 -0.215
C 0.134 -0.039 -0.058
O 0.486 -0.491 -0.490
C -0.203 1.017 0.735
H 0.120 -0.053 0.042
H 0.057 -0.190 -0.112
H 0.181 0.356 -0.003
H -0.306 0.267 0.230
H -0.469 0.130 -0.100
H 0.103 0.085 0.012
H -0.440 -0.143 0.149
H 0.092 0.151 -0.165
C 1.499 0.417 -0.381
C -0.400 -1.155 -0.086
C -0.356 -0.510 -0.191
O 0.276 0.620 -0.050
C -1.043 -0.044 0.436
H 0.348 0.622 0.231
H 0.243 0.104 -0.847
H 0.140 0.077 0.141
H -0.378 -0.273 0.368
H 0.466 0.604 0.260
H -0.420 0.191 -0.300
H 0.230 -0.327 0.209
H -0.597 -0.319 0.212
C 0.379 0.332 -0.340
C -0.265 1.159 -1.440
C 1.139 -0.638 0.421
O -1.928 -0.655 0.375
C 0.538 -0.177 0.794
H 0.118 -0.100 -0.154
H -0.133 0.222 -0.092
H 0.230 -0.159 -0.222
H -0.255 0.060 0.391
H 0.181 -0.422 0.077
H 0.035 0.132 0.171
H -0.305 -0.135 -0.179
H 0.248 0.367 0.183
C 0.288 2.172 0.681
C 0.588 -0.997 0.167
C -0.363 -0.273 0.648
O 0.111 0.785 -0.099
C 0.271 -1.188 -0.797
H -0.330 -0.126 -0.058
H 0.235 -0.323 0.165
H -0.548 0.711 -0.170
H -0.244 -0.384 -0.731
H -0.149 0.177 0.125
H 0.347 -0.088 -0.060
H -0.017 -0.228 0.445
H -0.180 -0.224 -0.325
C 0.844 -1.594 0.557
C -1.050 0.680 1.163
N -0.615 0.795 -2.172
C 0.175 0.621 -0.796
C 0.601 -0.517 0.979
C -0.009 0.908 -0.080
C -0.133 -1.032 0.320
H 0.146 0.481 0.068
H -0.022 0.157 0.107
H 0.030 -0.087 -0.526
H -0.196 -0.690 0.405
H -0.126 0.419 -0.193
H 0.653 0.007 -0.237
H -0.035 -0.608 0.817
H -0.320 -0.134 0.180
H -0.030 0.197 -0.588
H 0.071 -0.217 -0.311
H -0.412 -0.193 0.167
H 0.011 0.003 -0.174
H 0.169 0.841 0.566
H 0.580 -0.382 0.099
H -0.296 0.355 -0.353
C 0.989 -0.389 0.163
C -0.535 0.633 0.381
N 0.224 0.565 -0.238
C 1.240 0.257 -0.226
C -0.808 0.008 0.136
C -0.625 -0.718 -0.078
C 0.477 0.248 -0.081
H -0.498 0.133 -0.359
H 0.097 -0.062 -0.045
H 0.086 -0.168 0.020
H 0.315 0.251 0.134
H -0.180 -0.536 -0.105
H 0.198 -0.552 -0.060
H -0.218 0.224 0.115
H -0.441 -0.550 0.215
H -0.116 0.383 0.457
H 0.072 0.248 -0.097
H -0.116 0.190 -0.262
H 0.042 -0.173 -0.102
H -0.095 -0.060 -0.176
H 0.015 0.032 0.036
H -0.136 0.002 0.189
C 0.804 -1.198 0.325
C 0.198 -0.730 -0.837
N -1.538 1.107 -0.426
C 0.617 -0.387 1.685
C 0.451 -0.414 -0.332
C 1.264 -0.381 -0.032
C -0.188 1.179 1.276
H -0.263 0.094 0.223
H -0.063 0.288 0.236
H -0.329 0.502 -0.459
H -0.551 -0.024 -0.165
H -0.123 0.470 -0.388
H 0.335 0.364 -0.224
H 0.140 -0.537 -0.087
H -0.433 -0.113 -0.492
H -0.595 0.231 0.133
H 0.506 0.056 -0.163
H 0.002 -0.439 0.290
H -0.346 0.630 -0.273
H -0.296 -0.154 -0.061
H 0.289 -0.035 -0.254
H 0.119 -0.529 0.026
C -0.660 -0.311 0.801
C 0.168 -0.242 0.023
N 1.334 -0.818 -0.582
C -1.344 0.863 0.921
C 0.558 -0.354 -0.212
C -0.845 0.886 0.592
C -0.585 -0.107 -1.026
H 0.096 -0.155 -0.341
H 0.495 -0.035 0.315
H -0.115 -0.016 0.305
H 0.247 0.425 -0.355
H -0.329 0.363 -0.007
H 0.082 -0.023 -0.429
H 0.484 -0.126 0.224
H 0.131 0.085 -0.082
H -0.024 0.283 0.058
H -0.048 -0.084 0.110
H 0.136 -0.959 -0.403
H -0.353 0.663 0.178
H 0.486 -0.012 -0.323
H 0.057 0.160 0.120
H -0.008 -0.469 0.117


Q: The lowest E_HOMO belongs to which entry?
A: CdCl3HfO12


Q: Which formula does entry 4 have?
A: C6H13ClNO